Density functional theory data (the ωB97M-V functional and the def2-TZVPD basis) for C3H5N3 as an isolated structure.

Geometry as XYZ:
```
11
Properties=species:S:1:pos:R:3:nbo_charge:R:1
C 1.0335 1.0709 -0.6496 -0.32
N -0.2223 -0.3030 -0.8740 -0.23
C -0.3511 -1.3171 -0.0004 -0.15
C -1.0038 -0.8098 1.1094 -0.06
N -1.1997 0.5075 0.9473 -0.28
N -0.7647 0.8063 -0.2579 -0.06
H 1.1729 1.6208 0.2784 0.22
H 1.8351 0.3524 -0.8098 0.21
H 0.8870 1.7160 -1.5074 0.23
H -0.0242 -2.3209 -0.2281 0.22
H -1.3628 -1.3229 1.9921 0.22
```

Properties
**E_HOMO**: -9.98 eV
**Molecular weight**: 83.094 u
**Maximum force**: 0.50 eV/Å
**Relative energy (zero: lowest compared OMol25 entry of this formula, charge and spin)**: 92.6 kcal per mole
**Multiplicity**: 1
**LUMO energy**: 0.6 eV

---

Density functional theory data (the ωB97M-V functional and the def2-TZVPD basis) for one molecule with the formula C3H5N3.

Geometry as XYZ:
```
11
Properties=species:S:1:pos:R:3:nbo_charge:R:1
C 1.6729 -0.1569 0.0320 -0.46
N 0.4688 -0.9350 -0.1764 -0.41
C -0.6375 -0.3236 -0.0462 0.32
N -0.8552 0.9961 0.2929 -0.81
C -1.8689 -1.0874 -0.2361 0.24
N -2.8752 -1.6344 -0.3966 -0.28
H 2.5196 -0.8357 0.1546 0.22
H 1.8831 0.4807 -0.8394 0.20
H 1.6103 0.4843 0.9243 0.19
H -0.1236 1.6598 0.0868 0.40
H -1.7943 1.3521 0.2042 0.41
```

Properties
**SMILES**: C/N=C(\N)C#N
**E_HOMO**: -9.98 eV
**Molecular weight**: 83.094 u
**Maximum force**: 1.17 eV/Å
**Relative energy (zero: lowest compared OMol25 entry of this formula, charge and spin)**: 20.4 kcal per mole
**Multiplicity**: 1
**LUMO energy**: 0.7 eV

---

Density functional theory data (the ωB97M-V functional and the def2-TZVPD basis) for one molecule with the formula C3H5N3.

Geometry as XYZ:
```
11
Properties=species:S:1:pos:R:3:nbo_charge:R:1
C -1.6638 -0.4237 0.0023 -0.65
C -0.1382 -0.3180 -0.1210 0.14
C 0.4692 1.0329 -0.0701 -0.10
N 1.7607 0.9249 -0.0536 -0.21
N 2.0407 -0.3718 -0.1770 -0.24
N 0.8408 -1.1982 -0.1503 -0.25
H -1.9063 0.1945 0.8760 0.23
H -2.1367 0.0675 -0.8574 0.23
H -2.1802 -1.3828 0.1477 0.24
H 0.0859 2.0571 -0.0457 0.22
H 2.8279 -0.5825 0.4491 0.40
```

Properties
**SMILES**: Cc1cn[nH]n1
**E_HOMO**: -9.89 eV
**Molecular weight**: 83.094 u
**Maximum force**: 1.93 eV/Å
**Relative energy (zero: lowest compared OMol25 entry of this formula, charge and spin)**: 37.3 kcal per mole
**Multiplicity**: 1
**LUMO energy**: 1.1 eV

---

Density functional theory data (the ωB97M-V functional and the def2-TZVPD basis) for one molecule with the formula C3H5N3.

Geometry as XYZ:
```
11
Properties=species:S:1:pos:R:3:nbo_charge:R:1
N 3.0857 0.2093 -0.2341 -0.37
C 2.0698 -0.3017 -0.0495 0.26
C 0.7287 -0.8852 0.3042 -0.50
C -0.2984 -0.0975 -0.0173 0.43
N -1.7218 -0.3803 -0.2365 -0.87
N -0.2163 1.2213 0.0751 -0.84
H 0.7737 -2.0201 0.1013 0.24
H -2.1551 -1.2441 0.0287 0.41
H -2.1284 0.4495 -0.8247 0.43
H 0.7160 1.6409 0.0038 0.41
H -0.8538 1.4078 0.8490 0.40
```

Properties
**SMILES**: N#CC=C(N)N
**E_HOMO**: -8.81 eV
**Molecular weight**: 83.094 u
**Maximum force**: 5.20 eV/Å
**Relative energy (zero: lowest compared OMol25 entry of this formula, charge and spin)**: 43.4 kcal per mole
**Multiplicity**: 1
**LUMO energy**: 0.7 eV

---

Density functional theory data (the ωB97M-V functional and the def2-TZVPD basis) for C3H5N3 as an isolated structure.

Geometry as XYZ:
```
11
Properties=species:S:1:pos:R:3:nbo_charge:R:1
N -1.8576 -0.4090 0.3376 -0.79
C -0.5395 -0.3731 0.1023 0.37
N 0.3170 -1.3430 0.1088 -0.38
N 1.3669 -0.3510 -0.3851 -0.26
C 1.6666 0.8464 0.3580 -0.36
C 0.3350 0.8166 -0.2399 -0.18
H -2.4296 0.3849 0.1052 0.40
H -2.3034 -1.2991 0.4852 0.41
H 1.6372 -0.5390 -1.3392 0.40
H 1.8225 0.6833 1.4176 0.18
H -0.0151 1.5829 -0.9506 0.21
```

Properties
**E_HOMO**: -7.64 eV
**Molecular weight**: 83.094 u
**Maximum force**: 1.08 eV/Å
**Relative energy (zero: lowest compared OMol25 entry of this formula, charge and spin)**: 125.8 kcal per mole
**Multiplicity**: 1
**LUMO energy**: 0.7 eV

---

Density functional theory data (the ωB97M-V functional and the def2-TZVPD basis) for an isolated ion of composition C3H5N3 and charge +2.

Geometry as XYZ:
```
11
Properties=species:S:1:pos:R:3:nbo_charge:R:1
C -2.1763 0.2905 0.4046 0.17
N -1.0775 -0.1784 0.0540 -0.30
C -0.0948 -0.9926 0.0020 0.36
N 1.2309 -0.5371 0.2243 -0.27
C 1.5306 0.8107 0.1834 0.52
N 2.1616 0.1617 -0.6368 -0.19
H -2.7385 0.0728 1.3502 0.30
H -2.5171 1.0806 -0.2415 0.27
H -0.2811 -1.9137 -0.6587 0.30
H 1.6043 1.5363 0.8767 0.30
H 2.3578 -0.3307 -1.5582 0.56
```

Properties
**SMILES**: C=[N+]=CN1C=[NH+]1
**Charge**: +2
**E_HOMO**: -20.97 eV
**Molecular weight**: 83.094 u
**Maximum force**: 5.64 eV/Å
**Relative energy (zero: lowest compared OMol25 entry of this formula, charge and spin)**: 113.3 kcal per mole
**Multiplicity**: 1
**LUMO energy**: -11.6 eV

---

Density functional theory data (the ωB97M-V functional and the def2-TZVPD basis) for a 2-piece molecular cluster, C3H5N3O overall.

Geometry as XYZ:
```
12
Properties=species:S:1:pos:R:3:nbo_charge:R:1
N 2.2789 -0.4794 -1.0344 -0.10
N 1.5540 -1.3349 -0.9405 0.45
O 0.7301 -2.1695 -0.8027 -0.33
C -1.7439 -0.7535 0.6174 -0.67
C -0.5746 0.0872 0.3508 -0.10
C 0.2959 0.8991 0.1862 0.13
N 1.1239 1.9819 0.1367 -0.83
H -2.6379 -0.1251 0.5613 0.23
H -1.7456 -1.2143 1.6119 0.23
H -1.8523 -1.5481 -0.1185 0.23
H 0.6049 2.7988 -0.1610 0.38
H 1.9667 1.8578 -0.4072 0.39
```

Properties
**SMILES**: N#[N+][O-].CC#CN
**E_HOMO**: -8.48 eV
**Molecular weight**: 99.093 u
**Maximum force**: 1.58 eV/Å
**Relative energy (zero: lowest compared OMol25 entry of this formula, charge and spin)**: 104.9 kcal per mole
**Multiplicity**: 1
**LUMO energy**: 1.0 eV

---

Density functional theory data (the ωB97M-V functional and the def2-TZVPD basis) for one molecule with the formula C3H5N3O.

Geometry as XYZ:
```
12
Properties=species:S:1:pos:R:3:nbo_charge:R:1
N 0.1311 1.6898 -0.2370 -0.82
C 0.4760 0.3320 -0.0661 -0.01
C 1.6508 -0.3353 -0.0345 0.08
O 1.4257 -1.6625 0.1016 -0.28
N 0.0714 -1.8900 0.1723 -0.16
C -0.5016 -0.7139 0.0734 0.28
N -1.8764 -0.4699 0.1762 -0.82
H -0.2839 2.0649 0.6064 0.38
H 0.9169 2.2714 -0.4914 0.37
H 2.6746 0.0198 -0.1032 0.21
H -2.2657 -0.0314 -0.6492 0.39
H -2.4189 -1.2749 0.4516 0.39
```

Properties
**SMILES**: Nc1conc1N
**E_HOMO**: -8.84 eV
**Molecular weight**: 99.093 u
**Maximum force**: 0.83 eV/Å
**Relative energy (zero: lowest compared OMol25 entry of this formula, charge and spin)**: 50.2 kcal per mole
**Multiplicity**: 1
**LUMO energy**: 0.9 eV

---

Density functional theory data (the ωB97M-V functional and the def2-TZVPD basis) for one molecule with the formula C3H5N3O.

Geometry as XYZ:
```
12
Properties=species:S:1:pos:R:3:nbo_charge:R:1
C 1.8305 -0.7827 -0.1363 -0.18
C 2.1913 0.4601 0.3340 0.26
C -0.8072 0.2140 -0.2213 0.18
N 0.7970 -1.5468 0.0039 -0.23
N -0.4800 -1.0983 -0.0284 -0.46
N -2.0547 0.4719 0.1192 -0.78
O 3.1742 1.2036 -0.2003 -0.67
H 2.7720 -1.4850 -0.2020 0.23
H -1.0672 -1.9364 -0.0631 0.38
H -2.5779 -0.2054 0.5108 0.36
H -2.4016 1.4789 0.1442 0.41
H 3.7467 1.6492 0.4608 0.51
```

Properties
**E_HOMO**: -7.54 eV
**Molecular weight**: 99.093 u
**Maximum force**: 4.96 eV/Å
**Relative energy (zero: lowest compared OMol25 entry of this formula, charge and spin)**: 161.0 kcal per mole
**Multiplicity**: 1
**LUMO energy**: 0.1 eV

---

Density functional theory data (the ωB97M-V functional and the def2-TZVPD basis) for one molecule with the formula C3H5N3O.

Geometry as XYZ:
```
12
Properties=species:S:1:pos:R:3:nbo_charge:R:1
O 0.4050 2.1339 -2.2049 -0.46
N -0.4805 1.4642 -1.6811 0.18
N -0.2160 0.4366 -0.9969 -0.04
C 1.2801 0.0341 -0.1730 -0.04
C 0.9356 -0.5978 0.8695 -0.26
C -0.5768 -0.6898 0.9729 -0.25
N -1.1427 -0.2991 -0.3689 -0.45
H 2.2155 0.3266 -0.5996 0.24
H 1.5867 -1.2714 1.5785 0.26
H -1.0845 -1.7554 1.1592 0.23
H -0.8740 0.0715 1.6911 0.20
H -2.0484 0.1466 -0.2467 0.38
```

Properties
**SMILES**: O=NN1C=CCN1
**E_HOMO**: -8.31 eV
**Molecular weight**: 99.093 u
**Maximum force**: 5.98 eV/Å
**Relative energy (zero: lowest compared OMol25 entry of this formula, charge and spin)**: 151.5 kcal per mole
**Multiplicity**: 1
**LUMO energy**: 0.8 eV